{"formula": "C29H61B3O17S6", "method": "ωB97M-V/def2-TZVPD", "smiles": "CCOB1OBOB(C[C@H](C)O)O1.O=S1(=O)CCCC1.O=S1(=O)CCCC1.O=S1(=O)CCCC1.O=S1(=O)CCCC1.O=S1(=O)CCCC1.O=S1(=O)CCCC1", "max_force_ha_per_bohr": 0.017, "orbital_gap_ev": 9.96, "elements": ["C", "C", "O", "B", "O", "B", "O", "B", "C", "C", "C", "O", "O", "H", "H", "H", "H", "H", "H", "H", "H", "H", "H", "H", "H", "H", "O", "S", "O", "C", "C", "C", "C", "H", "H", "H", "H", "H", "H", "H", "H", "O", "S", "O", "C", "C", "C", "C", "H", "H", "H", "H", "H", "H", "H", "H", "O", "S", "O", "C", "C", "C", "C", "H", "H", "H", "H", "H", "H", "H", "H", "O", "S", "O", "C", "C", "C", "C", "H", "H", "H", "H", "H", "H", "H", "H", "O", "S", "O", "C", "C", "C", "C", "H", "H", "H", "H", "H", "H", "H", "H", "O", "S", "O", "C", "C", "C", "C", "H", "H", "H", "H", "H", "H", "H", "H"], "positions_angstrom": [[2.867, -1.370, 5.068], [2.850, -2.846, 4.726], [1.646, -3.455, 5.196], [0.630, -3.712, 4.326], [0.797, -4.633, 3.292], [0.037, -4.380, 2.165], [-1.221, -3.864, 2.294], [-1.325, -2.850, 3.251], [-2.064, -1.496, 3.014], [-3.434, -1.396, 3.709], [-3.382, -1.772, 5.180], [-4.359, -2.273, 3.066], [-0.579, -3.055, 4.417], [3.884, -0.973, 5.035], [2.250, -0.786, 4.383], [2.479, -1.221, 6.077], [3.684, -3.374, 5.191], [2.942, -2.998, 3.644], [0.563, -4.483, 1.097], [-1.408, -0.710, 3.407], [-2.201, -1.340, 1.943], [-3.779, -0.360, 3.623], [-4.307, -1.501, 5.688], [-3.243, -2.852, 5.276], [-2.553, -1.268, 5.680], [-4.961, -1.775, 2.516], [-0.817, -0.905, -0.296], [-1.479, -1.980, -1.017], [-2.624, -2.616, -0.418], [-1.853, -1.424, -2.672], [-0.587, -1.754, -3.454], [-0.176, -3.162, -3.019], [-0.238, -3.196, -1.488], [-2.093, -0.363, -2.633], [-2.716, -1.986, -3.026], [-0.791, -1.647, -4.515], [0.193, -1.031, -3.202], [-0.870, -3.891, -3.441], [0.823, -3.424, -3.357], [-0.546, -4.153, -1.074], [0.699, -2.874, -1.036], [-0.322, 3.694, -3.647], [0.503, 2.601, -3.178], [0.664, 1.445, -4.026], [2.107, 3.255, -2.711], [1.947, 3.617, -1.239], [1.172, 2.456, -0.605], [-0.017, 2.139, -1.517], [2.334, 4.089, -3.371], [2.830, 2.453, -2.859], [2.915, 3.770, -0.763], [1.381, 4.545, -1.134], [1.813, 1.577, -0.525], [0.826, 2.706, 0.396], [-0.284, 1.084, -1.510], [-0.891, 2.745, -1.288], [3.456, -3.256, -2.761], [3.377, -4.691, -2.886], [2.449, -5.276, -3.819], [5.022, -5.352, -3.147], [5.550, -5.602, -1.739], [4.390, -6.235, -0.958], [3.138, -5.400, -1.243], [5.586, -4.625, -3.726], [4.906, -6.277, -3.712], [6.427, -6.246, -1.755], [5.838, -4.654, -1.281], [4.236, -7.260, -1.301], [4.594, -6.272, 0.111], [2.219, -5.980, -1.266], [3.031, -4.562, -0.556], [-1.677, 6.963, -0.995], [-0.330, 7.419, -1.227], [0.666, 7.243, -0.198], [0.263, 6.745, -2.771], [-0.149, 7.775, -3.815], [0.161, 9.148, -3.200], [-0.382, 9.141, -1.768], [-0.176, 5.759, -2.908], [1.348, 6.670, -2.683], [0.380, 7.620, -4.753], [-1.219, 7.684, -4.015], [1.241, 9.304, -3.183], [-0.280, 9.960, -3.777], [0.211, 9.724, -1.068], [-1.425, 9.446, -1.713], [-3.391, 0.330, 7.842], [-2.984, -0.001, 9.184], [-3.971, -0.161, 10.219], [-1.913, -1.437, 9.102], [-0.521, -0.850, 8.908], [-0.428, 0.342, 9.872], [-1.709, 1.165, 9.704], [-2.262, -2.064, 8.284], [-2.008, -1.965, 10.051], [0.251, -1.592, 9.104], [-0.404, -0.512, 7.876], [-0.353, -0.023, 10.898], [0.452, 0.953, 9.675], [-2.052, 1.643, 10.618], [-1.627, 1.903, 8.908], [-2.469, -0.034, -5.399], [-2.040, -0.170, -6.771], [-1.741, -1.483, -7.286], [-3.239, 0.659, -7.814], [-2.721, 2.090, -7.895], [-1.203, 1.981, -8.096], [-0.678, 0.963, -7.079], [-4.215, 0.553, -7.347], [-3.226, 0.158, -8.782], [-3.200, 2.639, -8.705], [-2.936, 2.612, -6.960], [-0.995, 1.636, -9.111], [-0.710, 2.943, -7.967], [0.162, 0.374, -7.439], [-0.434, 1.406, -6.116]], "mulliken_charge": [-1.0116, -0.1330, -0.6534, 0.2615, -0.1714, 0.5670, -0.2090, 0.3465, 0.0146, -0.0448, -1.1705, -0.5685, -0.1829, 0.3868, 0.2624, 0.1880, 0.3406, 0.2059, -0.2449, 0.3247, -0.2277, 0.4922, 0.4504, 0.2909, 0.1592, 0.3290, -0.6400, 1.4313, -0.7391, -1.2124, 0.1536, -0.5510, -0.5268, 0.4811, 0.4568, -0.0367, 0.0263, 0.3124, 0.0553, 0.4835, 0.2598, -0.8148, 1.3199, -0.6627, -0.9340, -0.1867, -0.7794, 0.2881, 0.4510, 0.3865, 0.4231, -0.1209, 0.2360, 0.4705, -0.5960, 0.4524, -0.6417, 1.1928, -0.6885, -0.8075, -0.5661, -0.7799, -0.4196, 0.4105, 0.3441, 0.3668, 0.2736, 0.3248, 0.3363, 0.3900, 0.2435, -0.6756, 1.2291, -0.6969, 0.0139, -0.7778, -0.6537, -0.6887, -0.0755, 0.2979, 0.3552, 0.3391, 0.2932, 0.3591, 0.3586, 0.3611, -0.6017, 1.1698, -0.7062, -0.6679, -0.3499, -0.7321, -0.6851, 0.3068, 0.3508, 0.3642, 0.1686, 0.3103, 0.3503, 0.3739, 0.3629, -0.5600, 1.1607, -0.7309, -0.7789, -0.5501, -0.7047, 0.0969, 0.4010, 0.3479, 0.3744, 0.2558, 0.2926, 0.3541, 0.4293, -0.3106]}